1.
DFT (ωB97M-V with the def2-TZVPD basis set) results for the molecule C2H3N5O.

## Properties
spin multiplicity = 1
HOMO-LUMO gap = 8.87 eV
electronic energy = -426.83382 Ha
SMILES = C=N/N=c1\nn[nH]o1
HOMO = -0.3291 hartree
lowest unoccupied orbital energy = -0.086 eV
net charge = 0

Each line ends with the Löwdin charge.
Geometry (Å):
C 2.727 0.103 -0.020  -0.10
N 1.584 0.545 -0.079  -0.08
N 0.643 -0.419 0.142  0.05
C -0.545 -0.016 -0.039  -0.36
N -1.223 1.262 -0.038  0.08
N -2.436 1.073 0.073  0.06
N -2.600 -0.325 0.058  -0.06
O -1.457 -1.046 -0.079  0.04
H 2.990 -0.971 0.220  0.08
H 3.771 0.676 -0.003  0.10
H -3.453 -0.882 -0.235  0.18

=====

2.
DFT (ωB97M-V with the def2-TZVPD basis set) results for the molecule C2H3N5O.

## Properties
spin multiplicity = 1
HOMO-LUMO gap = 9.26 eV
electronic energy = -426.95363 Ha
SMILES = [H]/N=c1/nnnc(O)[nH]1
HOMO = -0.3552 hartree
lowest unoccupied orbital energy = -0.403 eV
net charge = 0

Each line ends with the Löwdin charge.
Geometry (Å):
H 2.699 -0.044 1.590  0.04
N 2.497 -0.077 0.608  0.15
C 1.279 -0.163 0.202  -0.49
N 0.984 -0.221 -1.150  0.04
N -0.111 -0.117 -1.724  0.02
N -1.271 0.193 -0.971  0.08
C -1.105 0.081 0.299  -0.49
O -2.065 0.416 1.095  0.12
N 0.103 -0.304 0.968  0.16
H -2.827 0.719 0.542  0.16
H 0.194 0.170 1.973  0.21